Record 1
The following is a DFT calculation (the ωB97M-V functional and the def2-TZVPD basis) of a 5-piece molecular cluster, C33H78FN7O2P overall.

Last column: Mulliken charge in e.
CARTESIAN COORDINATES (ANGSTROEM)
C  -4.434  3.072  0.447  -0.4936
C  -3.401  4.030  0.257  -0.2499
C  -2.259  5.251  0.282  -0.0546
C  -0.770  4.633  0.606  -0.4857
C  -0.149  3.720  -0.612  -0.5371
N  0.748  4.473  -1.570  -0.1058
C  -0.055  5.493  -2.405  0.0649
N  -1.255  4.929  -3.144  -0.4007
N  0.338  6.836  -2.447  0.2844
C  1.580  7.186  -1.657  0.0016
C  2.164  8.697  -1.908  -0.5182
C  3.009  9.147  -0.537  -0.2644
F  3.269  10.635  -0.579  -0.3182
P  -0.676  7.957  -3.393  0.1994
O  -1.696  8.950  -2.383  -0.4774
O  0.260  8.933  -4.505  -0.4565
H  -5.363  2.454  0.867  0.3390
H  -2.510  5.993  1.183  0.3899
H  -2.302  5.921  -0.691  0.1063
H  -0.048  5.548  0.777  0.2008
H  -0.878  3.990  1.591  0.3170
H  -1.059  3.175  -1.146  0.3319
H  0.470  2.849  -0.089  0.1559
H  1.186  3.786  -2.222  0.2971
H  -1.161  3.872  -3.213  0.3297
H  -1.280  5.235  -4.152  0.3387
H  2.480  6.439  -1.895  0.2635
H  1.402  7.082  -0.483  -0.0713
H  1.353  9.528  -2.058  0.2971
H  2.977  8.673  -2.774  0.2841
H  2.299  8.920  0.372  0.2677
H  4.051  8.616  -0.450  0.2646
H  -1.419  8.908  -1.420  0.3397
H  -0.325  9.667  -4.855  0.3670
C  4.562  -0.174  3.402  -1.4845
C  3.877  0.933  2.606  -0.4133
N  3.262  1.977  3.434  0.2274
C  2.405  2.886  2.667  -0.1667
C  3.067  3.761  1.610  -0.7796
C  4.141  2.627  4.410  -0.7215
C  5.384  3.333  3.878  -0.9720
H  3.865  -0.656  4.098  0.2570
H  4.937  -0.945  2.717  0.4241
H  5.422  0.197  3.969  0.3946
H  3.090  0.451  2.011  0.4027
H  4.596  1.350  1.898  0.3869
H  1.850  3.533  3.360  0.4023
H  1.632  2.285  2.172  -0.2893
H  3.605  4.599  2.057  0.3055
H  2.302  4.193  0.954  0.1483
H  3.757  3.201  0.972  0.2120
H  4.461  1.875  5.141  0.4405
H  3.557  3.343  5.006  0.3752
H  5.900  2.758  3.107  0.2496
H  6.096  3.490  4.697  0.3734
H  5.145  4.321  3.477  0.2741
C  -1.422  -3.613  4.500  -1.4604
C  -1.650  -2.498  3.483  -0.0305
N  -0.701  -1.383  3.590  0.2291
C  -1.087  -0.223  2.780  -0.8145
C  -1.106  -0.392  1.266  -0.4509
C  0.719  -1.738  3.531  -0.9404
C  1.214  -2.459  2.282  -0.5189
H  -1.458  -3.230  5.527  0.3396
H  -2.208  -4.373  4.398  0.4428
H  -0.464  -4.120  4.349  0.2529
H  -2.663  -2.113  3.661  0.4650
H  -1.651  -2.934  2.481  -0.0103
H  -0.435  0.625  3.030  0.3083
H  -2.087  0.094  3.098  0.3754
H  -0.100  -0.389  0.844  0.0679
H  -1.642  0.447  0.807  0.4495
H  -1.616  -1.307  0.951  -0.0245
H  0.956  -2.361  4.402  0.2720
H  1.327  -0.834  3.680  0.2826
H  0.532  -3.243  1.947  -0.0020
H  2.178  -2.938  2.491  0.5490
H  1.383  -1.765  1.456  0.1593
C  -0.636  -8.186  -2.569  -1.2860
C  0.511  -7.296  -2.101  -0.6141
N  0.087  -6.138  -1.304  0.7319
C  1.166  -5.171  -1.080  -0.6295
C  2.360  -5.624  -0.249  -1.2728
C  -0.740  -6.430  -0.132  -0.4428
C  -0.152  -7.350  0.933  -1.3089
H  -1.369  -7.619  -3.155  0.2180
H  -0.245  -8.988  -3.209  0.4308
H  -1.154  -8.667  -1.733  0.3082
H  1.015  -6.932  -3.006  0.3879
H  1.235  -7.912  -1.563  0.3802
H  0.749  -4.261  -0.627  0.2542
H  1.540  -4.847  -2.059  0.4584
H  2.125  -5.653  0.816  0.1868
H  3.186  -4.912  -0.369  0.4298
H  2.737  -6.605  -0.552  0.3246
H  -1.686  -6.865  -0.475  0.5308
H  -1.042  -5.487  0.346  -0.0183
H  0.363  -8.214  0.509  0.2731
H  -0.957  -7.735  1.572  0.4073
H  0.540  -6.817  1.589  0.2758
C  -1.312  -4.027  -3.733  -0.9844
C  -2.781  -3.884  -4.119  -0.5143
N  -3.722  -4.243  -3.051  0.2173
C  -5.108  -4.338  -3.517  -0.6530
C  -5.775  -3.064  -4.020  -0.9546
C  -3.541  -3.551  -1.773  -0.0993
C  -3.632  -2.028  -1.778  -0.7016
H  -1.083  -5.048  -3.406  -0.0209
H  -0.678  -3.803  -4.601  0.5008
H  -1.024  -3.331  -2.938  0.2018
H  -2.948  -4.554  -4.972  0.4598
H  -2.950  -2.866  -4.481  0.2201
H  -5.730  -4.768  -2.720  0.3504
H  -5.145  -5.079  -4.325  0.4125
H  -6.065  -2.407  -3.198  0.2211
H  -6.695  -3.316  -4.561  0.3970
H  -5.141  -2.502  -4.712  0.2674
H  -2.565  -3.834  -1.361  -0.3499
H  -4.261  -3.945  -1.041  0.4307
H  -3.110  -1.575  -2.623  0.2006
H  -3.176  -1.630  -0.864  0.0778
H  -4.670  -1.687  -1.784  0.3007

Summary:
- highest occupied orbital energy (eV) = -9.306
- charge = +1



Record 2
The following is a DFT calculation (the ωB97M-V functional and the def2-TZVPD basis) of C33H80Cu2N5O19 as an isolated structure.

Last column: Löwdin spin population.
CARTESIAN COORDINATES (ANGSTROEM)
Cu  3.275  -0.235  -1.720  0.7853
Cu  1.345  -2.524  1.448  0.8044
O  -0.636  0.424  -0.375  0.0024
C  0.205  -0.588  -0.480  0.0067
O  -0.017  -1.650  0.195  0.0424
O  1.242  -0.596  -1.200  0.0287
H  -0.435  1.112  -1.032  0.0001
O  3.012  1.373  2.262  0.0072
C  2.895  0.297  1.412  0.0090
O  2.159  -0.647  1.876  0.0402
O  3.481  0.308  0.313  0.0522
H  2.268  1.078  2.845  0.0004
O  4.933  -3.800  -0.374  -0.0007
C  3.695  -3.250  -0.302  0.0011
O  2.874  -3.749  0.550  0.0017
O  3.461  -2.169  -0.876  0.0241
H  4.926  -4.446  0.354  0.0000
C  -5.209  -1.418  -0.268  0.0000
C  -3.827  -1.435  -0.892  0.0000
O  -2.976  -2.190  -0.034  0.0004
H  -5.117  -1.122  0.783  0.0000
H  -5.737  -2.366  -0.326  0.0000
H  -5.839  -0.620  -0.672  0.0000
H  -3.425  -0.439  -1.076  0.0000
H  -3.978  -1.924  -1.866  0.0000
H  -2.084  -1.890  -0.257  0.0002
C  6.441  -3.585  2.599  0.0000
O  5.107  -3.723  3.101  -0.0001
C  4.566  -2.477  3.521  -0.0002
C  3.260  -2.768  4.185  0.0053
N  2.332  -3.442  3.251  0.0612
C  1.420  -4.403  3.910  0.0041
C  0.507  -5.100  2.917  0.0020
O  0.279  -4.300  1.750  0.0265
C  -0.615  -4.849  0.808  0.0016
H  6.884  -4.568  2.499  0.0000
H  6.962  -2.998  3.368  0.0000
H  6.470  -3.013  1.666  0.0000
H  4.642  -1.734  2.729  -0.0001
H  5.226  -2.217  4.363  0.0000
H  2.768  -1.809  4.385  0.0009
H  3.342  -3.287  5.140  0.0022
H  2.941  -4.065  2.708  -0.0001
H  0.807  -3.947  4.686  0.0001
H  2.064  -5.167  4.356  0.0024
H  -0.418  -5.460  3.370  0.0003
H  0.988  -5.994  2.497  0.0001
H  -0.501  -5.887  0.492  0.0005
H  -0.442  -4.278  -0.108  0.0003
H  -1.651  -4.628  1.072  0.0001
C  1.892  8.336  3.189  0.0000
O  1.019  7.595  2.377  0.0000
C  1.670  6.516  1.735  0.0000
C  0.651  5.717  0.961  0.0000
N  1.284  4.547  0.382  0.0000
C  0.373  3.501  -0.020  0.0000
C  -0.571  3.896  -1.141  0.0000
O  -1.917  4.154  -0.758  0.0000
C  -2.615  3.014  -0.386  0.0000
H  2.740  8.837  2.715  0.0000
H  2.143  7.702  4.049  0.0000
H  1.321  9.163  3.623  0.0000
H  2.145  5.909  2.528  0.0000
H  2.485  6.863  1.083  0.0000
H  0.272  6.360  0.165  0.0000
H  -0.158  5.405  1.637  0.0000
H  2.076  4.224  0.914  0.0000
H  -0.224  3.268  0.878  0.0000
H  0.901  2.581  -0.282  -0.0001
H  -0.664  3.142  -1.944  0.0000
H  -0.212  4.752  -1.718  0.0000
H  -3.589  3.414  -0.107  0.0000
H  -2.208  2.410  0.433  0.0000
H  -2.814  2.236  -1.132  0.0000
C  1.677  -1.152  -7.147  0.0002
O  1.256  -0.380  -6.066  0.0008
C  0.968  0.984  -6.303  0.0000
C  -0.231  1.305  -5.447  0.0000
N  -1.297  0.453  -5.874  0.0000
C  -2.501  0.425  -5.042  0.0000
C  -3.414  -0.595  -5.677  0.0000
O  -4.734  -0.511  -5.177  0.0000
C  -5.560  -1.532  -5.650  0.0000
H  1.775  -2.226  -7.012  0.0001
H  2.577  -0.693  -7.568  0.0000
H  0.939  -1.133  -7.966  0.0000
H  0.731  1.143  -7.360  0.0000
H  1.840  1.625  -6.117  0.0000
H  -0.410  2.366  -5.680  0.0000
H  0.021  1.320  -4.371  0.0000
H  -0.865  -0.461  -5.977  0.0000
H  -2.862  1.454  -5.050  0.0000
H  -2.202  0.127  -4.024  0.0000
H  -3.033  -1.584  -5.355  0.0000
H  -3.337  -0.542  -6.767  0.0000
H  -5.716  -2.292  -4.867  0.0000
H  -5.178  -2.073  -6.519  0.0000
H  -6.583  -1.218  -5.869  0.0000
C  0.005  1.364  4.652  0.0000
O  -0.376  1.119  3.302  0.0000
C  -1.346  2.029  2.809  0.0000
C  -2.789  1.649  3.104  0.0000
N  -3.210  1.916  4.459  0.0000
C  -3.536  3.273  4.827  0.0000
C  -4.048  3.325  6.241  0.0000
O  -5.307  2.660  6.232  0.0000
C  -5.689  2.173  7.484  0.0000
H  -0.728  1.760  5.357  0.0000
H  0.828  2.100  4.700  0.0000
H  0.355  0.401  5.034  0.0000
H  -1.285  1.928  1.722  0.0000
H  -1.134  3.056  3.125  0.0000
H  -2.942  0.577  2.956  0.0000
H  -3.442  2.119  2.344  0.0000
H  -3.786  1.183  4.828  0.0000
H  -4.145  3.701  4.017  0.0000
H  -2.620  3.886  4.793  0.0000
H  -4.278  4.369  6.501  0.0000
H  -3.277  3.003  6.947  0.0000
H  -6.669  1.708  7.370  0.0000
H  -5.918  2.973  8.211  0.0000
H  -4.995  1.507  8.004  0.0000
C  4.376  -3.001  -3.777  0.0001
C  3.006  -2.362  -4.017  0.0061
C  1.795  -3.040  -3.457  0.0007
O  0.634  -2.740  -4.190  0.0001
C  -0.509  -3.429  -3.694  0.0000
N  3.038  -0.876  -3.837  0.0697
H  5.207  -2.317  -3.957  0.0000
H  4.514  -3.751  -4.560  0.0000
H  4.487  -3.494  -2.813  0.0000
H  2.885  -2.419  -5.112  0.0036
H  1.661  -2.865  -2.381  0.0000
H  1.982  -4.121  -3.571  -0.0001
H  -1.332  -2.847  -4.124  0.0000
H  -0.622  -3.264  -2.618  0.0000
H  -0.575  -4.454  -4.057  0.0000
H  2.226  -0.503  -4.352  0.0020
H  3.821  -0.479  -4.353  0.0036

Summary:
- spin multiplicity = 3
- highest occupied orbital energy (spin up / spin down) (eV) = -9.859 / -9.859
- charge = +1



Record 3
The following is a DFT calculation (the ωB97M-V functional and the def2-TZVPD basis) of a 11-piece molecular cluster, C33H82O25P2 overall.

Last column: Mulliken charge in e.
CARTESIAN COORDINATES (ANGSTROEM)
C  18.965  16.268  13.700  -0.5439
O  18.668  17.340  12.849  -0.5792
H  18.941  16.607  14.726  0.2211
H  18.325  15.378  13.501  0.1243
H  19.964  15.834  13.558  0.4520
H  18.004  17.807  13.334  0.3949
C  15.706  9.552  20.868  0.5619
O  15.085  9.203  19.625  -0.5971
H  15.290  8.981  21.718  0.3690
H  16.778  9.284  20.928  0.0111
H  15.694  10.604  21.031  -0.6118
H  14.586  9.867  19.151  0.3515
C  20.151  19.088  19.638  -0.6666
O  18.887  18.623  19.208  -0.3328
H  20.860  18.808  18.858  0.2426
H  20.211  20.178  19.766  0.2699
H  20.502  18.703  20.577  0.2803
H  18.221  18.972  19.783  0.2404
C  14.017  13.624  21.485  -0.6190
O  14.991  12.624  21.457  -0.4110
H  13.771  13.864  20.468  0.0144
H  13.059  13.311  21.945  0.2491
H  14.294  14.457  22.089  0.4752
H  15.322  12.371  22.339  0.1996
C  17.917  13.262  22.237  -0.3135
O  17.143  13.052  23.397  -0.5608
H  18.979  13.354  22.387  0.5015
H  17.747  12.482  21.436  0.1058
H  17.573  14.192  21.815  -0.0297
H  17.712  12.542  23.964  0.3079
C  16.069  8.852  15.648  0.1737
C  14.726  8.425  16.163  -0.3650
O  13.732  9.355  15.589  -0.4090
C  13.355  10.473  16.180  0.6742
O  12.587  11.205  15.631  -0.5742
O  13.829  10.654  17.383  -0.2509
C  13.423  11.929  17.965  -0.1546
H  16.201  8.961  14.583  0.3874
H  16.684  7.987  16.032  0.0291
H  16.378  9.766  16.088  -0.5288
H  14.704  8.441  17.234  0.1842
H  14.462  7.424  15.756  0.3874
H  12.356  11.890  18.182  0.5893
H  13.755  12.664  17.186  0.1701
H  13.921  12.096  18.926  -0.3752
C  8.626  14.328  16.054  -1.2940
C  10.151  14.204  15.819  -0.0552
O  10.889  14.722  16.892  -0.2188
C  10.935  14.071  18.036  0.6749
O  10.300  13.132  18.365  -0.5536
O  11.859  14.672  18.869  -0.3103
C  12.628  15.749  18.367  -0.6520
H  8.236  13.668  16.864  0.3101
H  8.070  13.993  15.142  0.3969
H  8.350  15.359  16.155  0.3387
H  10.417  14.812  14.951  0.3531
H  10.293  13.154  15.650  0.1473
H  13.201  15.499  17.447  0.0790
H  13.307  16.025  19.116  0.4241
H  12.060  16.606  18.130  0.4948
C  16.071  15.800  19.414  -0.4951
C  17.379  15.491  18.713  -0.3832
O  17.467  14.052  18.454  0.2194
C  17.353  13.648  17.218  0.1021
O  17.295  14.290  16.207  -0.4517
O  17.388  12.300  17.195  0.7192
C  17.231  11.564  18.382  0.1928
H  16.024  16.889  19.589  0.5705
H  15.999  15.261  20.370  -0.0378
H  15.256  15.549  18.743  -0.2631
H  18.268  15.791  19.269  0.4135
H  17.292  16.001  17.756  -0.1012
H  17.367  10.541  18.033  0.2098
H  16.237  11.710  18.847  -0.3689
H  18.076  11.711  19.085  -0.2637
C  14.518  14.293  14.121  0.0107
C  14.440  15.674  13.484  -0.5226
O  15.627  16.420  13.887  -0.3219
C  15.657  17.080  15.083  0.8938
O  14.803  17.111  15.933  -0.6743
O  16.827  17.748  15.103  -0.2330
C  17.015  18.630  16.235  -0.9506
H  14.230  14.337  15.179  -0.3329
H  15.495  13.842  14.009  -0.0966
H  13.775  13.641  13.592  0.4534
H  13.586  16.230  13.875  0.3175
H  14.471  15.554  12.364  0.3295
H  17.785  18.177  16.861  0.3759
H  16.106  18.818  16.816  0.2911
H  17.349  19.598  15.860  0.2991
C  20.498  8.413  20.484  -1.0662
C  20.892  9.878  20.578  -0.3504
O  20.462  10.566  19.422  -0.0683
P  21.177  10.318  18.012  -0.0273
O  22.604  10.020  18.127  -0.8624
O  20.368  9.254  17.168  0.2701
C  20.894  7.934  16.902  -0.2927
C  19.864  7.336  15.883  -1.1343
O  20.622  11.597  17.229  0.2571
C  20.873  12.977  17.642  0.3997
C  22.282  13.423  17.266  -1.4882
H  19.465  8.492  20.211  0.2792
H  21.124  7.919  19.751  0.2214
H  20.599  7.912  21.462  0.4378
H  20.343  10.421  21.400  0.2827
H  21.964  9.955  20.730  0.2797
H  21.874  8.118  16.475  0.3813
H  20.895  7.358  17.799  0.1927
H  19.851  7.892  14.943  0.2279
H  20.318  6.390  15.695  0.5085
H  18.944  7.236  16.432  0.2177
H  20.165  13.598  17.112  0.0106
H  20.742  13.113  18.713  0.1737
H  22.385  14.440  17.649  0.4656
H  23.036  12.836  17.850  0.3395
H  22.555  13.385  16.192  0.2746
C  20.270  16.141  10.108  -0.9847
C  19.634  14.795  9.940  -0.0690
O  19.907  14.017  11.124  -0.1325
P  19.582  12.485  11.127  0.6777
O  18.290  12.080  10.550  -0.7464
O  20.913  11.801  10.490  -0.3265
C  20.835  10.710  9.517  -0.3437
C  21.119  11.292  8.178  -1.0573
O  19.777  12.028  12.616  -0.0495
C  18.635  12.041  13.463  0.0460
C  18.815  10.994  14.550  0.3340
H  21.357  16.039  10.195  0.3100
H  19.966  16.784  9.214  0.3459
H  19.947  16.580  11.069  0.0694
H  18.560  14.950  9.814  0.2780
H  20.001  14.285  9.088  0.2529
H  21.450  9.913  9.877  0.3983
H  19.766  10.430  9.469  0.2829
H  20.469  12.051  7.742  0.3004
H  22.184  11.453  8.049  0.2880
H  20.986  10.341  7.578  0.3535
H  18.508  13.033  13.917  -0.2960
H  17.684  11.779  12.876  0.3637
H  18.900  9.970  14.137  0.4021
H  19.719  11.221  15.155  -0.1805
H  17.952  11.132  15.168  -0.5284

Summary:
- highest occupied orbital energy (eV) = -9.656
- charge = 0